--- P ---
The following is a quantum chemistry calculation of a cluster of 2 separate species, CH3IN2O in total, from OMol25.

Properties
Highest occupied orbital energy (spin up / spin down) in eV: -7.99 / -8.15
Lowest unoccupied orbital energy (spin up / spin down) in Eh: -0.0152 / -0.0225
Frontier orbital gap (spin up / spin down) in eV: 7.58 / 7.54

Positions of all 8 atoms, in Å:
C -1.101 0.681 -0.344
N 1.415 -0.302 0.245
N 0.405 -0.777 -0.573
O -0.846 1.823 -0.432
I -2.960 -0.300 0.054
H 2.061 0.397 -0.153
H 1.303 -0.272 1.166
H -0.277 -1.249 0.038

Now the Löwdin charges, all in e: -0.774 -0.042 -0.009 -0.013 0.713 0.113 0.024 -0.012

---

--- Q ---
The following is a quantum chemistry calculation of a cluster of 2 separate species, CH3IN2O in total, from OMol25.

Properties
Structure (SMILES): O=NI.C=N
Highest occupied orbital energy (spin up / spin down) in eV: -9.14 / -9.14
Lowest unoccupied orbital energy (spin up / spin down) in Eh: -0.0269 / -0.0269
Frontier orbital gap (spin up / spin down) in eV: 8.41 / 8.41

Positions of all 8 atoms, in Å:
C -0.751 0.463 1.176
N -0.045 0.747 0.170
N 1.353 -1.052 -0.890
O 2.201 -0.447 -1.453
I -0.128 -2.177 -2.140
H -1.452 1.250 1.736
H -0.754 -0.537 1.509
H -0.424 1.755 -0.108

Now the Löwdin charges, all in e: -0.150 -0.019 -0.385 -0.088 0.390 0.109 0.037 0.107

---

--- R ---
The following is a quantum chemistry calculation of an isolated molecule of CH3IN2O, from OMol25.

Properties
Structure (SMILES): C/N=N\OI
Highest occupied orbital energy (spin up / spin down) in eV: -9.46 / -9.68
Lowest unoccupied orbital energy (spin up / spin down) in Eh: -0.0633 / -0.0668
Frontier orbital gap (spin up / spin down) in eV: 7.74 / 7.87

Positions of all 8 atoms, in Å:
C -0.921 0.449 0.010
N -0.603 -0.948 -0.158
N 0.550 -1.480 -0.085
O 1.712 -1.235 0.157
I 2.717 0.777 0.055
H -0.275 1.389 -0.131
H -1.530 0.454 0.943
H -1.650 0.593 -0.790

Now the Löwdin charges, all in e: -0.170 0.006 -0.150 -0.447 0.555 0.048 0.092 0.066

---

Need the numbers? Relative energies in kcal/mol: P 0.0; Q 10.7; R 33.3.

---

--- P ---
The following is a quantum chemistry calculation of an isolated molecule of C3H2ClNOS, from OMol25.

Properties
Structure (SMILES): Sc1nocc1Cl
Highest occupied orbital energy in eV: -9.59
Lowest unoccupied orbital energy in Eh: 0.0134
Frontier orbital gap in eV: 9.96

Positions of all 9 atoms, in Å:
C 0.190 -0.754 0.251
C -1.096 0.737 -0.727
C -0.108 0.693 0.242
H 1.772 -0.499 1.886
H -1.675 1.365 -1.351
N -0.235 -1.430 -0.759
O -1.201 -0.529 -1.363
S 1.528 -1.632 1.195
Cl 0.826 2.049 0.628

Löwdin atomic charge list, values in e, 8 entries: -0.649 -0.072 -0.687 -0.157 0.120 0.060 -0.084 0.761

---

--- Q ---
The following is a quantum chemistry calculation of an isolated molecule of C3H2ClNOS, from OMol25.

Properties
Structure (SMILES): S=c1cc(Cl)[nH]o1
Highest occupied orbital energy in eV: -8.60
Lowest unoccupied orbital energy in Eh: -0.0074
Frontier orbital gap in eV: 8.40

Positions of all 9 atoms, in Å:
C -0.162 1.048 0.147
C 0.844 0.065 0.355
C 0.287 -1.176 -0.154
H 1.719 0.156 1.007
H -2.142 0.658 -0.091
N -1.221 0.504 -0.524
O -0.962 -0.878 -0.628
S 0.918 -2.685 -0.311
Cl -0.226 2.708 0.628

Löwdin atomic charge list, values in e, 8 entries: -0.688 -0.057 -0.866 0.118 0.165 0.019 -0.067 0.657

---

--- R ---
The following is a quantum chemistry calculation of an isolated molecule of C3H2ClNOS, from OMol25.

Properties
Highest occupied orbital energy (spin up / spin down) in eV: -8.17 / -9.30
Lowest unoccupied orbital energy (spin up / spin down) in Eh: -0.0614 / -0.0423
Frontier orbital gap (spin up / spin down) in eV: 6.50 / 8.15

Positions of all 9 atoms, in Å:
C -0.258 0.030 -0.105
C -1.287 0.879 -0.303
C -0.505 -1.429 -0.061
N 1.809 1.708 0.348
O -1.563 -1.934 0.197
S 1.471 0.298 -0.248
Cl -2.856 0.626 0.089
H 0.381 -2.033 -0.328
H 2.808 1.854 0.411

Löwdin atomic charge list, values in e, 8 entries: -0.610 -0.467 -0.346 -0.363 0.025 0.893 0.785 0.105

---

Need the numbers? Relative energies in kcal/mol: P 14.3; Q 0.0; R 62.7.

---

--- P ---
The following is a quantum chemistry calculation of a cluster of 2 separate species, C4H12NO in total, from OMol25.

Properties
Total charge: +1
Highest occupied orbital energy in eV: -15.08
Lowest unoccupied orbital energy in Eh: -0.1758
Frontier orbital gap in eV: 10.29

Positions of all 18 atoms, in Å:
C 1.337 -1.797 -0.896
C 1.402 -0.557 -0.026
C 0.053 0.150 0.031
C -0.032 2.328 1.181
N 0.263 1.622 0.178
H 2.270 -2.359 -0.931
H 1.028 -1.545 -1.914
H 0.631 -2.533 -0.493
H 2.151 0.142 -0.401
H 1.732 -0.793 0.984
H -0.633 -0.140 0.814
H -0.493 0.067 -0.909
H -0.437 1.909 2.092
H 0.152 3.391 1.196
H 0.640 2.085 -0.644
H -3.697 -0.248 0.497
H -3.401 -1.134 -0.712
O -2.968 -0.588 -0.046

Löwdin atomic charge list, values in e, 8 entries: -0.092 -0.228 -0.142 0.184 0.058 0.084 0.084 0.088

---

--- Q ---
The following is a quantum chemistry calculation of the ion C4H12NO with charge +1, from OMol25.

Properties
Total charge: +1
Structure (SMILES): CC(C)[NH2+]CO
Highest occupied orbital energy in eV: -16.10
Lowest unoccupied orbital energy in Eh: -0.1195
Frontier orbital gap in eV: 12.85

Positions of all 18 atoms, in Å:
C 1.109 -1.254 -0.238
C 1.796 1.080 0.547
C -1.895 -0.393 -0.503
C 0.792 0.228 -0.400
N -0.699 0.452 0.227
O -2.960 -0.366 0.251
H 0.681 -1.619 0.643
H 0.757 -1.855 -1.050
H 2.269 -1.411 -0.140
H 2.584 0.421 1.131
H 1.159 1.595 1.244
H 2.257 1.940 0.032
H -2.014 -0.083 -1.542
H -1.434 -1.324 -0.460
H 0.710 0.620 -1.385
H -0.914 1.479 0.396
H -0.728 0.071 1.126
H -3.470 0.419 0.121

Löwdin atomic charge list, values in e, 8 entries: -0.065 -0.028 -0.189 -0.249 0.099 0.078 0.067 0.075

---

Need the numbers? Relative energies in kcal/mol: P 0.0; Q 16.1.

---

--- P ---
The following is a quantum chemistry calculation of a cluster of 2 separate species, C4H12NO in total, from OMol25.

Properties
Total charge: +1
Highest occupied orbital energy in eV: -14.39
Lowest unoccupied orbital energy in Eh: -0.1266
Frontier orbital gap in eV: 10.95

Positions of all 18 atoms, in Å:
C -0.599 2.165 1.495
C 0.288 1.999 0.171
C 0.283 0.549 -0.188
C 1.197 -0.349 0.116
N 1.001 -1.804 0.060
H 0.060 2.346 2.341
H -1.253 1.306 1.623
H -1.259 3.048 1.449
H 1.284 2.377 0.435
H -0.052 2.638 -0.642
H -0.571 0.253 -0.802
H 2.167 -0.136 0.571
H 0.263 -2.177 -0.570
H 1.850 -2.197 -0.358
H 0.921 -2.305 0.959
H -2.217 -1.100 -1.656
H -1.984 -2.695 -1.725
O -1.675 -1.845 -1.412

Löwdin atomic charge list, values in e, 8 entries: -0.062 -0.198 -0.092 -0.086 0.183 0.072 0.064 0.079

---

--- Q ---
The following is a quantum chemistry calculation of the ion C4H12NO with charge +1, from OMol25.

Properties
Total charge: +1
Structure (SMILES): CC[NH2+]CCO
Highest occupied orbital energy in eV: -14.96
Lowest unoccupied orbital energy in Eh: -0.1115
Frontier orbital gap in eV: 11.92

Positions of all 18 atoms, in Å:
O 0.365 1.472 2.196
C -0.286 0.207 2.169
C -0.622 -0.107 0.747
N 0.514 0.380 -0.273
C -0.004 0.294 -1.614
C 0.306 -1.096 -2.074
H 0.536 1.840 3.065
H 0.401 -0.567 2.675
H -1.226 0.444 2.790
H -0.816 -1.234 0.687
H -1.571 0.391 0.449
H 1.214 -0.361 -0.015
H 0.775 1.292 0.182
H -1.083 0.442 -1.626
H 0.415 1.116 -2.357
H -0.184 -1.413 -3.128
H 1.454 -1.200 -2.250
H -0.190 -1.900 -1.622

Löwdin atomic charge list, values in e, 8 entries: -0.086 -0.241 -0.090 0.047 -0.248 -0.102 0.111 0.153

---

--- R ---
The following is a quantum chemistry calculation of the ion C4H12NO with charge +1, from OMol25.

Properties
Total charge: +1
Structure (SMILES): C[NH2+][C@@H](C)CO
Highest occupied orbital energy in eV: -14.47
Lowest unoccupied orbital energy in Eh: -0.1349
Frontier orbital gap in eV: 10.80

Positions of all 18 atoms, in Å:
O 1.819 1.547 -1.169
C 1.380 0.238 -1.298
C 0.335 0.136 -0.123
N -1.144 -0.279 -0.482
C -1.924 -0.049 0.808
C 0.912 -0.764 0.910
H 0.962 2.010 -0.808
H 2.350 -0.327 -0.960
H 0.831 0.129 -2.304
H 0.151 1.138 0.306
H -1.393 0.393 -1.214
H -1.296 -1.348 -0.733
H -2.812 -0.724 0.950
H -2.272 1.033 0.849
H -1.354 -0.087 1.764
H 2.006 -0.563 1.044
H 0.496 -0.655 1.902
H 0.953 -1.828 0.557

Löwdin atomic charge list, values in e, 8 entries: -0.079 -0.220 -0.316 0.051 -0.028 -0.063 0.135 0.166

---

Need the numbers? Relative energies in kcal/mol: P 0.0; Q 17.0; R 35.2.